A molecular structure, C42H41HfNO2P3S. Source: the OMol25 dataset; level of theory: wB97M-V/def2-TZVPD.

Last column: Mulliken charge in e.
Cartesian coordinates (Å):
Hf: -0.26 -1.23 0.54  0.695
O: -1.47 -2.63 1.64  -0.488
C: -0.35 -2.96 2.17  0.340
O: 0.45 -1.98 2.43  -0.708
C: 0.18 -4.33 1.91  -0.654
P: 0.73 -3.83 0.17  1.365
C: -0.67 -3.89 -0.95  0.604
C: -0.68 -2.79 -1.83  -0.431
C: -1.66 -2.68 -2.82  -0.908
C: -2.65 -3.65 -2.90  -0.742
C: -2.67 -4.72 -2.00  -0.663
C: -1.69 -4.84 -1.03  -0.903
C: 2.04 -4.92 -0.37  0.937
C: 3.20 -4.98 0.41  -0.597
C: 4.24 -5.81 0.03  -0.892
C: 4.12 -6.57 -1.13  -0.536
C: 2.98 -6.50 -1.91  -0.815
C: 1.92 -5.68 -1.53  -0.445
H: -0.57 -5.11 1.92  0.536
H: 1.05 -4.58 2.50  0.509
H: 0.19 -2.13 -1.87  0.917
H: -1.63 -1.87 -3.53  0.513
H: -3.40 -3.59 -3.68  0.466
H: -3.44 -5.47 -2.08  0.506
H: -1.71 -5.69 -0.35  0.487
H: 3.29 -4.39 1.32  0.440
H: 5.13 -5.87 0.63  0.440
H: 4.93 -7.22 -1.43  0.434
H: 2.89 -7.10 -2.80  0.439
H: 1.03 -5.64 -2.13  0.402
C: -0.23 7.53 -2.44  -0.972
S: 0.16 5.83 -2.02  0.097
C: -0.24 5.86 -0.25  -1.173
C: -0.02 4.48 0.35  -0.118
C: -1.00 3.46 -0.21  -1.152
N: -0.62 2.07 0.15  0.630
P: 0.29 1.01 -0.81  1.214
C: 0.91 1.81 -2.26  0.682
C: 0.12 1.81 -3.41  -0.274
C: 0.55 2.51 -4.53  -0.856
C: 1.77 3.18 -4.50  -0.609
C: 2.56 3.17 -3.35  -0.843
C: 2.13 2.49 -2.22  -0.455
C: 1.70 0.53 0.25  -0.478
C: 2.35 -0.65 -0.15  0.062
C: 3.44 -1.14 0.57  -0.647
C: 3.87 -0.46 1.70  -0.852
C: 3.22 0.71 2.10  -0.728
C: 2.14 1.20 1.39  -0.695
P: -1.15 1.11 1.42  0.428
C: -1.28 2.00 2.94  0.535
C: -2.25 2.99 3.12  -0.229
C: -2.30 3.68 4.31  -0.869
C: -1.41 3.38 5.33  -0.578
C: -0.46 2.38 5.17  -0.825
C: -0.39 1.69 3.97  -0.264
C: -2.68 0.24 1.06  1.206
C: -3.52 -0.14 2.11  -1.213
C: -4.49 -1.11 1.91  -0.815
C: -4.61 -1.74 0.67  -0.977
C: -3.78 -1.39 -0.37  -0.696
C: -2.80 -0.41 -0.20  -0.982
H: -0.02 7.65 -3.50  0.361
H: 0.39 8.22 -1.88  0.315
H: -1.29 7.74 -2.26  0.292
H: -1.28 6.18 -0.12  0.444
H: 0.40 6.59 0.25  0.530
H: -0.11 4.52 1.44  0.305
H: 1.00 4.15 0.12  0.144
H: -1.03 3.53 -1.30  0.824
H: -2.02 3.64 0.15  0.475
H: -0.83 1.29 -3.44  0.409
H: -0.05 2.52 -5.43  0.473
H: 2.11 3.71 -5.37  0.459
H: 3.50 3.70 -3.34  0.449
H: 2.74 2.49 -1.33  0.449
H: 2.10 -1.13 -1.10  0.516
H: 3.96 -2.03 0.24  0.744
H: 4.72 -0.82 2.26  0.483
H: 3.58 1.25 2.98  0.517
H: 1.65 2.11 1.71  0.642
H: -2.96 3.22 2.33  0.466
H: -3.05 4.45 4.46  0.474
H: -1.46 3.92 6.27  0.445
H: 0.23 2.14 5.98  0.478
H: 0.35 0.90 3.84  0.412
H: -3.41 0.33 3.08  0.506
H: -5.15 -1.37 2.72  0.480
H: -5.38 -2.49 0.52  0.487
H: -3.92 -1.84 -1.34  0.783
H: -2.27 -0.02 -1.06  0.830

**ΔE to the lowest compared entry with this formula, charge and spin**: 0.0 kcal per mole
**Charge**: +3
**Strongest force on any atom**: 0.7 eV Å⁻¹
**DFT total energy**: -3299.7441 Eh
**LUMO level**: -9.37 eV

A molecular structure, C24H47N7O4P2S at a distorted geometry. Source: the OMol25 dataset; level of theory: wB97M-V/def2-TZVPD.

Last column: Mulliken charge in e.
Cartesian coordinates (Å):
N: -2.02 0.04 -1.24  -0.431
O: -1.69 -0.99 -0.36  0.207
P: -0.97 -0.42 1.05  0.698
O: 0.17 0.54 0.81  -0.510
O: -0.29 -1.76 1.77  -0.442
O: -2.02 0.32 2.14  -0.255
P: -3.65 0.38 1.65  0.110
S: -4.49 -1.35 1.37  -0.311
H: -3.04 0.19 -1.25  0.236
H: -1.53 0.91 -1.04  -0.004
H: -0.16 -1.57 2.71  0.324
H: -3.84 1.28 0.54  0.119
H: -4.34 1.01 2.73  0.120
C: 1.38 4.57 -3.07  -1.381
C: 1.48 3.18 -2.46  0.109
C: 0.27 2.30 -2.77  0.132
C: -0.96 2.80 -2.15  0.097
N: -1.93 3.18 -1.67  -0.599
H: 0.54 5.13 -2.66  0.337
H: 2.29 5.14 -2.87  0.392
H: 1.26 4.52 -4.16  0.339
H: 1.61 3.27 -1.38  0.042
H: 2.37 2.69 -2.86  0.113
H: 0.46 1.29 -2.40  0.109
H: 0.13 2.21 -3.85  0.407
C: -1.71 6.12 2.25  -1.199
C: -1.08 5.07 3.15  -0.298
C: -1.61 3.65 2.89  0.256
C: -3.03 3.51 3.22  0.191
N: -4.14 3.39 3.47  -0.570
H: -2.79 6.20 2.42  0.436
H: -1.26 7.09 2.44  0.387
H: -1.55 5.88 1.19  0.251
H: -1.25 5.34 4.19  0.299
H: 0.00 5.07 2.99  0.015
H: -1.03 2.94 3.48  0.320
H: -1.45 3.39 1.84  -0.060
C: 3.81 -1.61 -1.45  -1.077
C: 4.96 -1.48 -2.44  -0.459
C: 5.09 -0.07 -3.02  -0.346
C: 3.94 0.30 -3.85  0.261
N: 3.03 0.60 -4.49  -0.467
H: 2.84 -1.44 -1.92  0.289
H: 3.79 -2.62 -1.03  0.355
H: 3.92 -0.90 -0.62  0.297
H: 4.82 -2.21 -3.25  0.308
H: 5.89 -1.74 -1.94  0.322
H: 5.99 -0.02 -3.64  0.295
H: 5.21 0.66 -2.22  0.259
C: -0.55 -4.08 -0.89  -0.734
C: -1.67 -3.98 -1.92  -0.222
C: -2.26 -5.34 -2.29  -0.145
C: -1.30 -6.20 -2.98  0.254
N: -0.54 -6.87 -3.52  -0.493
H: 0.30 -4.64 -1.28  0.461
H: -0.21 -3.08 -0.62  -0.044
H: -0.90 -4.57 0.02  0.098
H: -1.29 -3.47 -2.81  0.326
H: -2.47 -3.35 -1.51  0.101
H: -3.13 -5.19 -2.94  0.349
H: -2.63 -5.85 -1.39  -0.021
C: 3.32 4.14 1.36  -0.976
C: 4.13 5.43 1.48  -0.404
C: 3.71 6.29 2.67  -0.569
C: 2.35 6.81 2.53  0.299
N: 1.28 7.21 2.43  -0.407
H: 2.26 4.35 1.18  0.219
H: 3.69 3.54 0.53  0.286
H: 3.40 3.54 2.27  0.357
H: 4.03 6.00 0.55  0.275
H: 5.18 5.17 1.59  0.328
H: 4.40 7.13 2.76  0.317
H: 3.80 5.72 3.60  0.292
C: -2.86 -8.75 0.33  -1.188
C: -2.41 -7.91 1.52  -0.113
C: -3.55 -7.54 2.47  -0.389
C: -4.54 -6.66 1.84  0.221
N: -5.31 -5.97 1.34  -0.435
H: -3.56 -8.20 -0.31  0.306
H: -2.00 -9.02 -0.29  0.324
H: -3.34 -9.67 0.66  0.379
H: -1.92 -7.00 1.15  0.010
H: -1.66 -8.47 2.08  0.321
H: -3.14 -7.04 3.35  0.280
H: -4.05 -8.45 2.82  0.313

**Strongest force on any atom**: 3.8 eV Å⁻¹
**DFT total energy**: -2707.8389 Eh
**LUMO level**: 0.09 eV

2 unconnected molecules or ions with the total composition C3H9NO2 at a distorted geometry. Source: the OMol25 dataset; level of theory: wB97M-V/def2-TZVPD.

Last column: natural (NBO) charge in e.
Cartesian coordinates (Å):
C: 0.17 -1.74 0.41  -0.262
O: -0.45 -2.95 0.02  -0.722
H: -1.35 -2.95 0.40  0.464
H: 0.28 -1.70 1.50  0.157
H: 1.15 -1.69 -0.06  0.177
H: -0.53 -0.83 0.20  0.182
C: 1.44 1.40 -0.15  -0.664
C: 0.03 1.05 -0.54  0.055
O: -2.17 1.24 -0.45  -0.587
N: -0.96 1.37 0.27  -0.151
H: -2.82 1.62 0.17  0.475
H: -0.15 0.73 -1.58  0.192
H: 2.11 0.60 -0.49  0.219
H: 1.73 2.33 -0.65  0.234
H: 1.53 1.51 0.93  0.233

**ΔE to the lowest compared entry with this formula, charge and spin**: 86.0 kcal per mole
**Strongest force on any atom**: 3.4 eV Å⁻¹
**SMILES string**: C/C=N/O.CO
**DFT total energy**: -324.8355 Eh
**LUMO level**: 0.92 eV

4 unconnected molecules or ions with the total composition C15H23FO3 at a distorted geometry. Source: the OMol25 dataset; level of theory: wB97M-V/def2-TZVPD.

Last column: Löwdin spin population.
Cartesian coordinates (Å):
F: -0.28 0.77 1.82  0.000
C: -0.98 0.11 2.80  0.000
C: -0.25 -0.77 3.63  0.000
C: -0.98 -1.55 4.54  0.000
C: -2.33 -1.50 4.64  0.000
C: -3.06 -0.63 3.85  0.000
C: -2.40 0.16 2.93  0.000
H: 0.82 -0.88 3.53  0.000
H: -0.47 -2.29 5.14  0.000
H: -2.82 -2.19 5.31  0.000
H: -4.14 -0.55 3.92  0.000
H: -2.97 0.70 2.19  0.000
C: 0.66 -2.49 -2.72  0.076
C: -0.80 -2.30 -2.87  0.097
O: -1.46 -2.91 -3.72  0.722
C: -1.44 -1.26 -1.98  0.084
H: 1.12 -1.52 -2.92  0.003
H: 1.08 -3.20 -3.43  -0.001
H: 0.94 -2.81 -1.72  0.003
H: -1.09 -1.36 -0.95  0.005
H: -2.53 -1.34 -1.99  -0.001
H: -1.26 -0.30 -2.47  0.003
C: 4.10 -0.34 0.84  0.001
C: 3.22 -0.60 -0.35  0.000
O: 3.55 -1.25 -1.32  0.006
C: 1.91 0.12 -0.35  0.000
H: 3.74 -0.77 1.77  0.000
H: 4.27 0.72 1.02  0.000
H: 5.09 -0.73 0.62  0.000
H: 1.25 -0.54 0.22  0.000
H: 1.48 0.33 -1.33  0.000
H: 1.93 1.14 0.05  0.000
C: -0.73 2.35 -0.96  0.001
C: -0.23 2.55 -2.35  0.000
O: 0.36 1.68 -2.97  0.001
C: -0.58 3.88 -3.01  0.000
H: -1.81 2.51 -0.94  0.000
H: -0.31 3.16 -0.36  0.000
H: -0.49 1.38 -0.52  0.000
H: -0.90 4.63 -2.29  0.000
H: -1.47 3.75 -3.64  0.000
H: 0.25 4.15 -3.65  0.000

**Charge**: +1
**Spin multiplicity**: 2
**Strongest force on any atom**: 2.1 eV Å⁻¹
**⟨S²⟩**: 0.757
**DFT total energy**: -910.5819 Eh
**LUMO level (spin up / spin down)**: -4.99 / -8.79 eV